[1]
Here is a cluster of 2 separate species, CH6OSi2 in total at a distorted geometry from the Open Molecules 2025 dataset. Energies are from the ωB97M-V functional and the def2-TZVPD basis.

The calculation puts the largest force on an atom at 2.741 eV/Å. The LUMO energy is -0.633 eV. Its HOMO energy is -8.477 eV. The SMILES is C=[SiH2].O=[SiH2].

Each line ends with the Löwdin charge.
Element x y z (Å)
C1 -1.02 0.47 0.21  -0.36
Si1 -1.09 -1.25 -0.16  0.70
H1 -1.48 0.72 1.17  -0.04
H2 -0.33 1.14 -0.24  -0.11
H3 -1.52 -2.31 0.84  -0.07
H4 -0.57 -1.94 -1.43  -0.07
O1 1.83 -1.24 0.30  -0.49
Si2 2.03 0.16 -0.16  0.53
H5 1.75 0.36 -1.60  -0.05
H6 3.01 1.18 0.48  -0.05

[2]
Here is a cluster of 2 separate species, C6H7FIN4 in total at a distorted geometry from the Open Molecules 2025 dataset. Energies are from the ωB97M-V functional and the def2-TZVPD basis.

The total charge is +1. The calculation puts the largest force on an atom at 6.305 eV/Å. The LUMO energy (alpha / beta) is -4.645 / -5.291 eV. Its HOMO energy (alpha / beta) is -12.242 / -11.867 eV.

Each line ends with the Löwdin charge.
Element x y z (Å)
C1 1.36 -0.29 -1.74  0.04
C2 1.91 -1.40 -1.08  -0.07
C3 0.55 0.39 -0.80  -0.18
C4 1.36 -1.49 0.23  -0.66
C5 -2.24 -0.64 1.52  -0.28
C6 -0.12 1.59 -0.76  -0.08
N1 0.61 -0.35 0.41  -0.23
N2 0.17 0.17 1.48  0.15
N3 -2.97 -0.80 2.46  0.22
N4 -0.38 2.53 -1.59  0.19
F1 -2.37 -0.79 0.27  0.16
I1 1.79 -2.89 1.73  0.98
H1 1.77 0.03 -2.70  0.13
H2 2.56 -2.27 -1.20  0.10
H3 -0.56 1.68 0.15  0.10
H4 0.08 -0.44 2.25  0.01
H5 -2.61 -0.73 3.38  0.07
H6 0.12 2.48 -2.63  0.24
H7 -1.06 3.22 -1.40  0.12

[3]
Here is the ion C2H10NSi with charge +1 at a distorted geometry from the Open Molecules 2025 dataset. Energies are from the ωB97M-V functional and the def2-TZVPD basis.

The total charge is +1. The calculation puts the largest force on an atom at 5.048 eV/Å. The LUMO energy is -3.863 eV. Its HOMO energy is -16.002 eV. The SMILES is C[C@@H]([NH3+])[SiH3].

Each line ends with the Löwdin charge.
Element x y z (Å)
C1 -0.81 1.11 -0.08  -0.12
C2 -0.04 -0.13 0.44  -0.50
N1 -0.89 -1.24 -0.06  0.18
Si1 1.75 0.04 0.00  0.73
H1 -1.90 1.25 0.24  0.11
H2 -0.29 2.05 0.12  0.09
H3 -0.92 1.06 -1.19  0.10
H4 -0.28 -0.29 1.53  0.14
H5 -1.82 -0.87 0.24  0.18
H6 -0.73 -2.03 0.43  0.11
H7 -0.96 -1.28 -1.08  0.18
H8 2.55 1.04 0.62  -0.05
H9 1.83 0.40 -1.36  -0.06
H10 2.50 -1.11 0.15  -0.10

[4]
Here is a cluster of 5 separate species, C21H46BrFN7O5 in total at a distorted geometry from the Open Molecules 2025 dataset. Energies are from the ωB97M-V functional and the def2-TZVPD basis.

The total charge is +1. The calculation puts the largest force on an atom at 1.788 eV/Å. The LUMO energy is -2.315 eV. Its HOMO energy is -11.161 eV.

Each line ends with the Löwdin charge.
Element x y z (Å)
C1 -3.93 -1.28 -0.88  -0.08
C2 -3.60 -2.57 -1.63  -0.15
C3 -2.86 -3.55 -0.72  -0.34
F1 -3.26 -4.82 -0.88  0.07
N1 -1.43 -3.46 -0.96  0.22
C4 -0.58 -3.01 -0.10  -0.34
N2 -0.83 -2.58 1.13  0.20
C5 0.34 -1.77 1.57  -0.31
O1 0.01 -0.63 2.30  0.00
C6 1.03 -1.53 0.22  -0.25
C7 2.53 -1.29 0.22  -0.16
C8 2.93 0.13 -0.18  -0.71
C9 2.89 0.25 -1.68  -0.14
Br1 1.77 1.49 0.60  0.76
N3 0.76 -2.88 -0.37  0.13
H1 -4.28 -1.53 0.12  0.07
H2 -4.69 -0.75 -1.41  0.06
H3 -3.06 -0.64 -0.81  0.08
H4 -2.92 -2.29 -2.43  0.11
H5 -4.47 -3.04 -2.05  0.12
H6 -3.08 -3.27 0.29  0.14
H7 -1.04 -3.71 -1.86  0.19
H8 -1.72 -2.12 1.29  0.15
H9 1.01 -2.34 2.19  0.13
H10 -0.94 -0.50 2.39  0.11
H11 0.41 -0.76 -0.25  0.13
H12 3.00 -1.63 1.13  0.13
H13 2.92 -1.91 -0.58  0.12
H14 3.93 0.33 0.17  0.08
H15 1.92 -0.03 -2.05  0.06
H16 3.07 1.27 -1.99  0.05
H17 3.67 -0.37 -2.11  0.09
H18 1.32 -3.61 0.07  0.16
C10 5.45 3.05 -1.71  -0.01
C11 4.75 3.49 -2.98  -0.56
O2 4.39 2.69 -3.82  0.02
N4 4.53 4.82 -3.14  0.01
C12 4.88 5.91 -2.25  -0.07
H19 5.56 1.97 -1.72  0.08
H20 6.45 3.50 -1.64  0.09
H21 4.86 3.34 -0.84  0.08
H22 4.06 5.04 -4.01  0.13
H23 3.98 6.45 -1.95  0.08
H24 5.55 6.60 -2.76  0.09
H25 5.38 5.54 -1.36  0.07
C13 0.11 1.74 -4.95  0.00
C14 0.03 2.24 -3.53  -0.55
O3 -0.04 1.47 -2.58  -0.01
N5 0.04 3.58 -3.33  0.02
C15 0.12 4.63 -4.32  -0.07
H26 0.09 0.66 -4.95  0.08
H27 -0.74 2.10 -5.53  0.09
H28 1.03 2.08 -5.42  0.09
H29 -0.01 3.84 -2.35  0.14
H30 1.01 5.24 -4.14  0.08
H31 -0.76 5.28 -4.24  0.09
H32 0.17 4.23 -5.32  0.07
C16 2.68 -3.42 5.61  0.00
C17 2.29 -4.26 4.41  -0.54
O4 2.42 -3.85 3.26  0.00
N6 1.79 -5.49 4.65  0.01
C18 1.57 -6.14 5.93  -0.06
H33 3.06 -2.46 5.25  0.08
H34 1.81 -3.23 6.24  0.09
H35 3.46 -3.91 6.19  0.09
H36 1.56 -6.00 3.81  0.14
H37 2.15 -7.06 5.98  0.09
H38 0.51 -6.39 6.04  0.09
H39 1.86 -5.50 6.75  0.07
C19 -4.88 2.03 1.94  -0.01
C20 -5.98 1.48 1.06  -0.54
O5 -5.75 0.98 -0.03  0.02
N7 -7.25 1.56 1.53  0.01
C21 -7.72 2.12 2.79  -0.07
H40 -3.93 1.90 1.43  0.08
H41 -5.03 3.10 2.12  0.09
H42 -4.85 1.50 2.89  0.08
H43 -7.94 1.18 0.90  0.14
H44 -8.24 1.36 3.36  0.08
H45 -8.42 2.94 2.59  0.09
H46 -6.89 2.50 3.38  0.07

[5]
Here is a structure of composition C2H7N3O at a distorted geometry from the Open Molecules 2025 dataset. Energies are from the ωB97M-V functional and the def2-TZVPD basis.

The calculation puts the largest force on an atom at 6.720 eV/Å. The LUMO energy (alpha / beta) is 0.678 / 0.678 eV. Its HOMO energy (alpha / beta) is -8.403 / -8.402 eV.

Each line ends with the Löwdin charge.
Element x y z (Å)
C1 -0.27 1.39 -0.57  -0.05
N1 -1.44 -1.17 -0.26  -0.05
C2 0.38 0.15 -0.10  -0.35
N2 2.16 0.47 0.29  0.00
O1 -2.17 -1.18 0.94  -0.12
N3 0.39 -1.03 0.16  0.15
H1 -1.63 -1.68 1.58  0.08
H2 -1.34 -2.16 -0.51  0.07
H3 2.74 0.26 -0.52  0.00
H4 2.48 -0.14 1.05  0.00
H5 -1.32 1.42 -0.25  0.08
H6 -0.23 1.43 -1.66  0.09
H7 0.26 2.24 -0.15  0.08

[6]
Here is a cluster of 2 separate species, C4H12N3 in total at a distorted geometry from the Open Molecules 2025 dataset. Energies are from the ωB97M-V functional and the def2-TZVPD basis.

The total charge is +1. The calculation puts the largest force on an atom at 2.664 eV/Å. The LUMO energy is -4.719 eV. Its HOMO energy is -13.382 eV.

Each line ends with the Löwdin charge.
Element x y z (Å)
C1 1.69 0.43 -2.20  -0.08
C2 0.86 0.31 -0.94  -0.21
C3 -1.42 -0.65 -0.68  0.15
N1 -0.15 -0.77 -1.00  0.04
H1 2.22 -0.48 -2.51  0.08
H2 1.13 0.81 -3.06  0.09
H3 2.52 1.17 -2.05  0.11
H4 1.43 0.08 -0.02  0.14
H5 0.34 1.24 -0.78  0.11
H6 -1.96 -1.57 -0.41  0.12
H7 -1.84 0.34 -0.58  0.10
H8 0.10 -1.65 -1.43  0.17
N2 -0.91 1.07 1.80  0.06
C4 -0.44 -0.11 2.31  -0.37
N3 -0.89 -1.28 2.00  0.06
H9 -1.92 1.08 1.51  0.12
H10 -0.65 1.89 2.35  0.11
H11 0.44 0.02 3.01  0.14
H12 -0.54 -1.94 2.69  0.06